1.
The following is a quantum chemistry calculation of H6N3OP as an isolated structure in a non-equilibrium geometry, from OMol25.

Structure (XYZ):
```
11
Properties=species:S:1:pos:R:3:forces:R:3:mulliken_charge:R:1
N 0.381722 1.202706 1.397200 -0.15 -0.67 -0.68 -0.636
N 0.569591 0.593970 -1.353369 -0.14 -0.10 0.53 -0.494
N 0.971134 -1.222024 0.485912 -0.27 0.11 0.01 -0.540
O -1.862125 -0.642082 -0.216392 3.47 0.95 0.17 -0.775
P 0.226641 0.213833 0.227463 -2.58 -0.64 -0.50 0.843
H 0.158638 2.162833 1.198223 -0.07 0.31 0.09 0.243
H 0.348553 -0.185410 -1.963667 -0.04 0.12 -0.14 0.276
H 0.104684 1.435389 -1.667629 -0.07 -0.03 -0.08 0.261
H 0.474185 -1.973453 0.023128 0.00 -0.17 0.15 0.293
H 1.073400 -1.390714 1.478502 0.04 -0.15 0.02 0.278
H -2.446424 -0.195049 0.390629 -0.20 0.28 0.43 0.252
```
Positions in Å, forces in eV/Å.

Computed properties:
Relative energy (zero: lowest compared OMol25 entry of this formula, charge and spin) (kcal per mole): 51.4



2.
The following is a quantum chemistry calculation of C2H8N2O2 as an isolated structure in a non-equilibrium geometry, from OMol25.

Structure (XYZ):
```
14
Properties=species:S:1:pos:R:3:forces:R:3:mulliken_charge:R:1
N 0.702090 -1.372495 -0.865983 -0.12 0.01 -0.32 -0.614
N 0.924873 1.338576 -0.349284 -0.32 -0.45 0.50 -0.308
C 0.552092 -0.887177 0.484389 0.87 0.44 0.12 -0.295
C 0.846827 0.492631 0.671927 0.01 -0.49 -0.65 -0.325
H 1.281224 -2.199239 -0.930324 -0.04 0.14 0.06 0.216
H -0.186404 -1.570682 -1.305649 -0.05 -0.07 0.07 0.230
H 0.666565 0.945383 -1.248941 0.20 0.13 0.09 0.301
H 0.741913 2.317303 -0.194855 0.05 -0.09 -0.05 0.268
H 0.908286 -1.541946 1.278255 -0.21 0.08 0.04 0.412
H 0.903060 0.904298 1.669394 0.01 0.03 0.02 0.323
O -1.739644 0.289851 0.901214 0.45 -0.76 -0.23 -0.563
O -1.961816 0.824704 -0.435181 0.07 -0.09 0.11 -0.372
H -2.898753 1.049382 -0.390214 0.08 -0.12 0.02 0.291
H -0.740314 -0.590590 0.715254 -1.00 1.24 0.23 0.436
```
Positions in Å, forces in eV/Å.

Computed properties:
Relative energy (zero: lowest compared OMol25 entry of this formula, charge and spin) (kcal per mole): 132.7



3.
The following is a quantum chemistry calculation of a single C22H28ClNO molecule, from OMol25.

Structure (XYZ):
```
53
Properties=species:S:1:pos:R:3:forces:R:3:mulliken_charge:R:1
O 0.413408 -1.162571 2.408988 -0.49 0.21 0.25 -0.530
H 0.063921 -0.277126 2.261684 0.03 -0.08 0.08 0.397
C 1.514644 -1.358873 1.560529 0.42 0.05 -0.42 -1.145
C 1.220947 -1.460413 0.047437 0.04 -0.14 0.07 1.893
C 0.668647 -0.155736 -0.545845 -0.14 -0.04 0.23 -1.158
C -0.821439 0.082748 -0.297948 0.14 0.11 -0.18 -0.525
N -1.603950 -1.057153 -0.728780 0.05 -0.04 0.06 0.144
C -1.216996 -2.229309 0.038667 0.05 -0.27 -0.03 -0.820
C 0.232540 -2.593628 -0.264744 -0.13 0.20 0.24 -1.353
H 0.502273 -3.485371 0.303283 0.08 -0.10 0.00 0.505
H 0.299851 -2.829697 -1.328760 0.02 -0.06 -0.05 0.395
H -1.855826 -3.063197 -0.264613 -0.01 0.04 0.03 0.546
H -1.349037 -2.073441 1.120999 -0.06 -0.04 -0.11 0.305
C -3.033068 -0.807586 -0.663523 0.02 0.19 -0.19 -0.923
C -3.503234 0.123174 -1.780928 -0.13 -0.22 0.12 -0.441
H -3.164482 1.142713 -1.591692 0.04 0.06 -0.06 0.337
H -3.059581 -0.215150 -2.718726 0.06 0.03 -0.01 0.339
C -5.031684 0.127341 -1.907190 0.24 0.16 0.02 -1.416
C -5.681026 0.644294 -0.654774 -0.15 -0.05 -0.08 0.588
C -6.273748 -0.219876 0.256216 0.00 0.02 -0.04 -0.236
C -6.840292 0.261879 1.423351 -0.04 -0.03 0.10 -0.611
C -6.821103 1.618551 1.696264 -0.05 0.02 0.11 -0.402
C -6.235539 2.490073 0.793557 0.02 0.10 0.03 -0.633
C -5.670826 2.005045 -0.371962 0.00 -0.02 -0.01 -0.234
H -5.219097 2.690544 -1.075568 0.05 0.07 -0.09 0.400
H -6.220845 3.550986 0.998196 0.00 0.08 0.01 0.374
H -7.263303 1.995928 2.606557 -0.04 0.03 0.07 0.374
H -7.297558 -0.423892 2.121879 -0.04 -0.05 0.05 0.374
H -6.291842 -1.280747 0.049733 0.00 -0.11 -0.04 0.339
H -5.310562 0.762595 -2.751399 -0.06 -0.08 -0.02 0.410
H -5.379716 -0.886340 -2.114655 -0.04 0.00 -0.05 0.453
H -3.334286 -0.397001 0.317130 0.01 -0.11 -0.03 0.329
H -3.535479 -1.770661 -0.787384 -0.04 0.00 0.06 0.430
H -1.122423 0.954230 -0.884102 0.01 0.01 0.12 0.505
H -1.022421 0.321043 0.764515 -0.06 0.04 -0.08 0.022
H 0.801013 -0.201105 -1.628432 0.03 0.07 -0.08 0.373
H 1.238196 0.697949 -0.170563 0.04 0.05 -0.06 0.393
C 2.563906 -1.816240 -0.647294 -0.20 0.13 0.19 -1.856
C 3.668376 -0.821584 -0.433114 0.14 -0.07 -0.08 0.322
C 4.590405 -0.989951 0.594996 -0.01 0.08 -0.12 -0.150
C 5.605202 -0.075019 0.807467 0.06 0.09 0.00 -0.794
C 5.708676 1.028194 -0.023506 -0.16 -0.15 -0.03 0.361
C 4.815361 1.210351 -1.065653 0.09 0.07 0.06 -0.888
C 3.807192 0.284549 -1.264498 0.04 -0.06 0.08 -0.095
H 3.123496 0.425242 -2.087827 -0.09 0.00 -0.10 0.378
H 4.912173 2.064740 -1.717105 0.04 0.08 -0.05 0.409
Cl 6.974194 2.180087 0.233270 0.14 0.13 0.03 -0.223
H 6.313312 -0.216793 1.608750 0.08 0.01 0.06 0.412
H 4.518488 -1.853123 1.239878 -0.02 -0.11 0.08 0.373
H 2.885525 -2.792229 -0.277987 0.00 -0.08 -0.05 0.572
H 2.373894 -1.909091 -1.718319 -0.05 -0.08 -0.01 0.613
H 2.255820 -0.562075 1.718894 -0.06 -0.15 0.00 0.371
H 1.953460 -2.304218 1.893103 0.10 0.04 -0.07 0.396
```
Positions in Å, forces in eV/Å.

Computed properties:
Relative energy (zero: lowest compared OMol25 entry of this formula, charge and spin) (kcal per mole): 3.5
Structure (SMILES): OCC1(Cc2ccc(Cl)cc2)CCN(CCCc2ccccc2)CC1



4.
The following is a quantum chemistry calculation of C20H22O10P2SSbW as an isolated structure in a non-equilibrium geometry, from OMol25.

Structure (XYZ):
```
57
Properties=species:S:1:pos:R:3:forces:R:3:mulliken_charge:R:1
W -1.562877 0.527122 1.844558 -1.62 0.22 1.20 2.090
O -3.722518 -1.141884 -1.240457 0.07 0.10 -0.04 -0.517
P -3.262487 -0.542639 0.075870 0.14 0.07 0.03 0.859
O -2.593001 0.859846 0.077311 0.71 0.26 0.43 -0.318
O -2.074957 -1.266786 0.724526 0.31 0.12 0.26 -0.462
O -4.472834 -0.496264 1.100268 -0.29 -0.06 -0.03 -0.223
P -4.172978 0.223323 2.555329 -0.08 0.03 -0.13 0.773
O -5.389734 -0.011631 3.424058 0.00 0.06 -0.02 -0.476
O -3.582930 1.568444 2.225747 0.11 0.20 -0.03 -0.424
O -2.919808 -0.495621 3.080337 0.37 0.03 -0.13 -0.573
H -4.611848 -1.029079 -1.618727 -0.05 -0.04 0.02 0.380
H -6.217398 0.498652 3.423759 -0.03 0.01 -0.02 0.417
C -0.359468 -1.458970 4.126245 -0.05 0.03 -0.06 -0.774
O -0.701022 -1.240046 2.703389 0.30 -0.29 0.07 -0.105
H -1.146969 -2.051368 4.580611 0.00 0.01 0.01 0.323
H -0.303163 -0.480227 4.594558 0.02 -0.01 0.00 0.348
H 0.603028 -1.960022 4.151642 -0.01 -0.01 0.01 0.291
H -1.010016 -2.041437 2.250245 -0.18 -0.08 0.25 0.288
O -1.373797 1.767076 3.582166 -0.16 -0.55 -0.47 -0.563
C -1.389038 2.828464 2.872074 0.10 -0.05 0.10 0.284
O -1.320797 2.620698 1.625515 -0.68 -0.03 -0.14 -0.462
H -1.456312 3.825693 3.307578 0.07 -0.02 0.01 0.462
S 0.687794 0.848924 1.926497 0.03 0.24 -0.59 -0.359
Sb 0.877403 0.138762 -0.414509 1.21 -0.33 -1.22 1.558
C 1.242494 -1.921846 -0.357419 -0.19 0.21 0.08 1.125
C 0.392902 -2.866313 -0.930230 -0.13 0.01 0.04 -0.204
C 0.781186 -4.196802 -0.934287 0.01 -0.01 0.01 -0.850
C 1.994846 -4.571091 -0.367476 -0.01 0.03 0.00 -0.583
C 2.829359 -3.621443 0.210710 0.00 -0.01 -0.01 -0.719
C 2.459362 -2.285634 0.219191 0.04 0.01 -0.01 -0.800
C -0.354743 0.910410 -1.923556 -0.18 -0.21 0.19 0.867
C -0.698751 2.257982 -1.926797 0.12 0.07 0.06 -0.452
C -1.350520 2.767264 -3.037887 -0.01 0.00 0.00 -0.750
C -1.644143 1.939607 -4.117355 0.01 -0.04 0.01 -0.618
C -1.286863 0.596883 -4.099879 -0.04 0.08 -0.04 -0.876
C -0.642865 0.063483 -2.991937 0.06 -0.08 0.04 -0.365
C 2.696461 1.132585 -0.711356 -0.03 0.05 0.15 1.240
C 2.968115 1.447090 -2.040309 0.03 0.01 0.00 -0.559
C 4.189067 2.035920 -2.339334 0.02 -0.01 -0.01 -0.765
C 5.099303 2.310845 -1.328104 -0.02 -0.01 -0.01 -0.573
C 4.808356 1.991267 -0.006897 -0.01 0.00 0.00 -0.801
C 3.597870 1.396420 0.313967 0.07 -0.01 0.00 -0.644
H -0.555488 -2.584434 -1.370396 0.01 0.00 0.00 0.313
H 0.139438 -4.942023 -1.384422 0.01 0.00 -0.01 0.457
H 2.295181 -5.610139 -0.383061 0.00 -0.01 0.00 0.443
H 3.777001 -3.916417 0.640433 0.00 -0.01 0.00 0.460
H 3.129760 -1.547905 0.646456 0.00 0.00 -0.02 0.385
H -0.446096 2.911327 -1.099481 -0.03 0.00 -0.01 0.437
H -1.615992 3.815331 -3.068996 0.00 0.00 0.00 0.481
H -2.144183 2.349674 -4.984683 0.01 0.00 -0.01 0.458
H -1.493283 -0.034228 -4.953837 -0.01 -0.01 0.00 0.504
H -0.337614 -0.976188 -3.000433 -0.02 0.01 0.02 0.456
H 2.265662 1.240464 -2.838553 -0.02 0.03 0.01 0.412
H 4.422409 2.281461 -3.366388 0.01 0.01 0.00 0.437
H 6.043198 2.780118 -1.570157 0.01 0.00 0.00 0.436
H 5.523802 2.205052 0.775371 0.00 0.00 0.00 0.437
H 3.390495 1.150247 1.348512 -0.02 0.00 -0.01 0.391
```
Positions in Å, forces in eV/Å.

Computed properties:
Charge: +3
Relative energy (zero: lowest compared OMol25 entry of this formula, charge and spin) (kcal per mole): 25.8



5.
The following is a quantum chemistry calculation of a 4-piece molecular cluster, C3H10O4 overall in a non-equilibrium geometry, from OMol25.

Structure (XYZ):
```
17
Properties=species:S:1:pos:R:3:forces:R:3:mulliken_charge:R:1
O 2.598027 0.415633 -1.468340 -0.24 -0.01 -0.08 -0.858
C -1.099613 -1.275319 0.802200 1.20 -2.45 -0.77 -0.001
O -0.112288 -1.474821 1.495606 -1.25 0.55 0.25 -0.439
C -1.872100 -0.087453 0.681448 0.34 3.99 -0.81 0.346
C -1.572557 1.267719 1.209121 -0.41 -1.62 1.08 -1.051
H 0.877286 -0.135747 0.942383 0.53 0.06 0.18 0.257
H -1.361495 -1.998941 0.017223 -0.03 -0.22 0.21 0.306
H -2.603502 -0.019378 -0.124591 -0.20 -0.76 0.24 0.337
H -1.114174 1.929022 0.454954 0.02 -0.35 -0.10 0.355
H -2.542091 1.706860 1.477577 -0.09 0.18 -0.20 0.410
H -0.947791 1.209904 2.096155 0.30 0.20 -0.20 0.337
H 1.758638 0.594470 -0.064462 0.67 0.18 -0.24 0.440
H 0.863084 -1.461358 -2.872163 0.23 0.15 -0.04 0.266
O 0.762950 -1.058591 -2.007296 -0.73 -0.16 0.74 -0.681
H 3.484486 0.110434 -1.684161 -0.08 -0.09 0.15 0.236
H 1.622003 -0.449651 -1.723476 0.21 0.06 -0.68 0.424
O 1.259134 0.727218 0.767823 -0.48 0.31 0.27 -0.682
```
Positions in Å, forces in eV/Å.

Computed properties:
Relative energy (zero: lowest compared OMol25 entry of this formula, charge and spin) (kcal per mole): 165.3



6.
The following is a quantum chemistry calculation of C6H6NO3S as an isolated structure in a non-equilibrium geometry, from OMol25.

Structure (XYZ):
```
17
Properties=species:S:1:pos:R:3:forces:R:3:mulliken_charge:R:1
C -0.832625 -1.487169 -0.909090 -1.11 0.29 -1.85 0.704
C 4.196991 -0.455353 0.490951 0.57 0.85 1.05 0.669
C -0.420046 -0.819525 0.166054 0.81 0.53 2.26 -1.088
C -1.670333 -0.340757 0.769234 -2.52 -0.28 1.70 0.194
C 1.700127 0.543409 -2.663991 -1.43 1.47 0.80 -0.189
C -1.820278 1.145092 1.279800 -1.89 -2.70 -2.12 -1.234
N 0.890705 1.281788 -2.220655 2.98 -2.34 -1.68 -0.143
O 4.741858 -1.030978 -0.319039 0.78 -1.83 -2.50 -0.323
O -0.484976 -2.138532 -1.845113 0.82 -1.34 -1.05 -0.661
O 3.852551 0.177814 1.378892 -1.39 0.98 1.42 -0.354
S -2.675283 -0.803148 -0.745091 0.16 0.57 0.39 -0.433
H 0.456086 -1.081037 0.739589 0.45 0.10 0.01 0.274
H -2.199595 -1.065726 1.527548 1.31 1.27 -0.66 0.282
H -2.807901 1.236305 1.691101 -1.03 0.01 -0.06 0.351
H -1.834809 1.726913 0.359983 0.85 0.76 0.45 0.262
H -1.267929 1.305002 2.142463 2.13 0.91 0.97 0.375
H 0.175460 1.805900 -1.842631 -1.49 0.76 0.87 0.313
```
Positions in Å, forces in eV/Å.

Computed properties:
Charge: -1
Relative energy (zero: lowest compared OMol25 entry of this formula, charge and spin) (kcal per mole): 75.8



7.
The following is a quantum chemistry calculation of a single C5H10O molecule, from OMol25.

Structure (XYZ):
```
16
Properties=species:S:1:pos:R:3:forces:R:3:mulliken_charge:R:1
C -0.704909 -0.534472 -1.939057 -0.37 0.14 -0.83 -1.079
C -0.938236 0.443946 -0.797135 -0.10 -0.22 0.38 -0.540
C -0.382509 -0.127470 0.503592 0.36 -0.37 -0.45 0.237
C 1.169181 -0.220290 0.640931 -0.14 -0.26 0.23 -0.622
C 0.909369 0.535685 1.971491 0.62 0.18 0.22 -0.333
H 0.347406 -0.820150 -2.041928 -0.13 0.03 0.05 0.317
H -1.034120 -0.107925 -2.917471 0.26 -0.29 0.72 0.325
H -1.304249 -1.443299 -1.770891 0.29 0.19 -0.08 0.302
H -2.019343 0.605344 -0.701018 0.15 0.03 0.16 0.291
H -0.495146 1.436947 -0.954351 0.09 -0.29 -0.10 0.282
H -0.862307 -1.098772 0.766820 0.04 0.56 -0.12 0.273
H 1.631040 -1.227539 0.747116 -0.35 0.74 -0.28 0.272
H 1.665749 0.382423 -0.143069 -0.06 -0.32 0.53 0.265
H 1.507337 1.458604 2.157788 -0.51 -0.55 -0.17 0.243
H 0.957086 -0.094717 2.896772 -0.07 0.33 -0.76 0.223
O -0.446349 0.811684 1.580409 -0.07 0.10 0.48 -0.455
```
Positions in Å, forces in eV/Å.

Computed properties:
Relative energy (zero: lowest compared OMol25 entry of this formula, charge and spin) (kcal per mole): 28.3
Structure (SMILES): CC[C@H]1CCO1



8.
The following is a quantum chemistry calculation of a single C9H5F2NO3 molecule in a non-equilibrium geometry, from OMol25.

Structure (XYZ):
```
20
Properties=species:S:1:pos:R:3:forces:R:3:mulliken_charge:R:1
C -0.168612 -0.170412 1.318870 -1.54 -0.09 -0.97 -0.693
C -1.404536 0.418052 0.970675 1.34 0.22 -2.84 -0.463
C 0.785547 -0.307874 0.344152 1.42 -0.35 -0.46 -0.466
C -1.637819 0.833837 -0.393431 -0.67 -0.33 -0.44 -0.469
C 0.628414 0.105748 -1.004436 -0.90 0.92 0.29 1.151
C -0.631889 0.690956 -1.394136 0.03 -1.20 3.13 0.228
C 1.736922 0.081080 -1.944855 0.47 -0.12 -1.08 -0.335
C 1.534085 0.652477 -3.178456 -2.87 0.34 2.18 -0.224
C 0.013981 1.558418 -3.437159 4.03 -1.98 1.56 0.701
N 2.580253 0.853949 -4.104494 3.12 -1.29 2.18 0.980
O 3.738815 0.496762 -3.809740 -1.29 -0.20 0.27 -0.622
O 2.336136 1.428162 -5.091640 -1.22 1.77 -3.30 -0.580
O -0.982762 0.991288 -2.672237 0.32 0.38 -1.19 -0.383
F -0.335593 1.699802 -4.691692 -0.43 -0.26 0.47 -0.234
F 0.346550 2.754111 -2.907237 -0.40 0.42 -0.38 -0.261
H -0.021286 -0.751627 2.215931 -0.07 0.61 0.50 0.355
H -2.154776 0.567289 1.684601 -1.07 0.03 0.85 0.450
H 1.734383 -0.785197 0.708268 -0.79 0.50 -0.95 0.243
H -2.683225 1.155791 -0.812145 2.12 -0.39 1.27 0.291
H 2.716703 -0.408183 -1.578828 -1.61 1.02 -1.09 0.331
```
Positions in Å, forces in eV/Å.

Computed properties:
Structure (SMILES): O=[N+]([O-])C1=Cc2ccccc2OC1(F)F



Number 1: gap between HOMO and LUMO 10.1 eV, highest occupied orbital energy -9.58 eV. Number 2: gap between HOMO and LUMO 8.7 eV, highest occupied orbital energy -7.84 eV. Number 3: gap between HOMO and LUMO 9.2 eV, highest occupied orbital energy -8.50 eV. Number 4: gap between HOMO and LUMO 4.8 eV, highest occupied orbital energy -17.23 eV. Number 5: gap between HOMO and LUMO 3.4 eV, highest occupied orbital energy -8.41 eV. Number 6: gap between HOMO and LUMO 6.0 eV, highest occupied orbital energy -3.22 eV. Number 7: gap between HOMO and LUMO 10.7 eV, highest occupied orbital energy -9.56 eV. Number 8: gap between HOMO and LUMO 8.3 eV, highest occupied orbital energy -9.47 eV.